1.
Here is a cluster of 14 separate species, C38H72O30 in total in a non-equilibrium geometry from OMol25. Energies are from ωB97M-V with the def2-TZVPD basis set.

Last column: Löwdin charge in e.
Geometry (Å):
C 5.6498 -4.3691 -3.2910  -0.01
C 5.8203 -4.3715 -1.7809  -0.43
C 6.3117 -5.5834 -1.0675  -0.11
O 7.1404 -5.0666 -0.0756  0.10
C 7.2562 -3.7509 -0.3017  -0.49
O 7.9328 -2.9186 0.3176  0.12
O 6.6214 -3.3780 -1.4321  0.12
H 5.1152 -3.4785 -3.6213  0.08
H 5.2447 -5.2526 -3.7843  0.09
H 6.5924 -4.1782 -3.8040  0.09
H 4.8212 -4.2062 -1.3776  0.16
H 6.9488 -6.1747 -1.7252  0.14
H 5.5402 -6.2564 -0.6933  0.15
C 6.9011 3.2343 2.6236  0.00
C 6.0564 3.0124 3.9617  -0.29
C 5.2520 1.7205 3.9506  -0.08
O 5.6322 0.9889 5.1591  0.04
C 6.6361 1.7021 5.7775  -0.47
O 7.2557 1.2944 6.7995  0.08
O 6.9683 2.7480 4.9920  0.07
H 7.3397 2.2924 2.2941  0.08
H 7.6399 4.0283 2.7318  0.08
H 6.2559 3.6705 1.8611  0.08
H 5.3711 3.8158 4.2321  0.15
H 5.6063 1.0403 3.1761  0.13
H 4.1623 1.7353 3.9308  0.13
C -2.4548 -11.7106 -0.9843  0.00
C -1.7483 -10.6640 -0.0862  -0.29
C -0.4427 -11.0498 0.6673  -0.06
O 0.3880 -9.9505 0.3268  0.07
C -0.2149 -9.0743 -0.4800  -0.64
O 0.2527 -8.0093 -0.8470  0.13
O -1.3232 -9.5462 -0.7974  0.13
H -3.0576 -11.2995 -1.7940  0.09
H -3.2387 -12.2418 -0.4444  0.08
H -1.6851 -12.4115 -1.3074  0.08
H -2.4873 -10.2799 0.6169  0.15
H -0.0324 -11.9256 0.1645  0.13
H -0.5099 -11.1703 1.7486  0.13
C 1.6883 10.3851 1.1173  -0.01
C 2.7450 11.4802 1.6016  -0.32
C 3.8446 10.9538 2.4431  -0.13
O 5.0298 11.2415 1.7267  0.09
C 4.7229 11.7116 0.4920  -0.48
O 5.5094 12.0729 -0.3815  0.13
O 3.3536 11.8273 0.3553  0.05
H 2.3008 9.6911 0.5418  0.09
H 1.0436 10.9004 0.4053  0.08
H 1.0644 9.9282 1.8856  0.08
H 2.2504 12.3077 2.1102  0.15
H 3.6668 9.8813 2.5217  0.13
H 3.6586 11.4144 3.4133  0.14
C 1.0158 -7.5169 7.5958  -0.01
C 0.9651 -7.2026 6.1209  -0.37
C -0.4226 -6.8154 5.5957  -0.08
O 0.0326 -5.9639 4.5516  0.05
C 1.3220 -5.6223 4.6618  -0.48
O 1.8833 -4.7847 3.8889  0.09
O 1.8302 -6.2241 5.7435  0.12
H 0.6598 -8.4805 7.9604  0.09
H 0.6654 -6.7724 8.3105  0.09
H 2.0742 -7.5722 7.8502  0.08
H 1.1337 -8.0468 5.4524  0.16
H -1.1388 -6.1879 6.1260  0.14
H -0.9155 -7.6917 5.1746  0.13
C -0.2387 -0.0234 -1.5937  -0.03
C 0.1669 1.3996 -1.4807  -0.31
C -0.9676 2.4764 -1.7000  -0.03
O -0.7979 3.4197 -0.5873  0.10
C 0.2973 3.1076 0.0319  -0.59
O 0.9117 3.7293 0.9098  0.11
O 0.6065 1.8211 -0.1810  0.08
H 0.5437 -0.7292 -1.3148  0.09
H -0.4603 -0.3361 -2.6141  0.09
H -1.1654 -0.1442 -1.0328  0.09
H 0.9288 1.5825 -2.2385  0.15
H -1.9695 2.0476 -1.6770  0.12
H -0.9202 2.9185 -2.6952  0.13
C -5.0209 0.8706 4.1275  0.00
C -4.2771 1.1607 5.4866  -0.30
C -2.7279 1.1639 5.3309  -0.06
O -2.5370 2.5996 5.2935  0.07
C -3.6310 3.2718 5.7393  -0.55
O -3.6296 4.4986 6.0334  0.09
O -4.6009 2.4602 5.8439  0.11
H -5.8594 0.2130 4.3569  0.08
H -4.4193 0.3879 3.3573  0.07
H -5.2939 1.8549 3.7471  0.09
H -4.5577 0.3360 6.1417  0.15
H -2.4884 0.5121 4.4907  0.13
H -2.3781 0.7070 6.2566  0.13
C -5.4133 8.3973 1.6393  -0.02
C -5.5233 9.1473 0.3702  -0.36
C -5.6286 8.2430 -0.8756  -0.10
O -6.6646 8.7842 -1.6535  0.09
C -7.3053 9.6915 -0.9093  -0.53
O -8.2762 10.3549 -1.2378  0.13
O -6.7753 9.7462 0.3341  0.08
H -4.8298 7.4834 1.5272  0.09
H -6.3845 8.3319 2.1297  0.10
H -4.7976 9.0752 2.2303  0.09
H -4.7301 9.8936 0.3252  0.15
H -5.8588 7.2193 -0.5803  0.13
H -4.6417 8.2089 -1.3371  0.14
C 2.4962 0.0158 -8.7304  -0.15
O 1.3178 -0.0780 -7.9030  -0.14
H 3.2951 -0.6812 -8.4772  0.08
H 2.1549 -0.3220 -9.7089  0.07
H 2.8386 1.0431 -8.8553  0.07
H 0.5976 0.2096 -8.4689  0.06
C -4.4880 -4.4778 -0.0806  -0.21
O -4.8690 -3.9908 -1.3173  -0.10
H -5.3544 -4.5206 0.5795  0.08
H -3.9055 -5.3980 -0.0374  0.08
H -3.7714 -3.7380 0.2762  0.08
H -5.3670 -4.7535 -1.6204  0.07
C 0.3170 -5.9522 -7.2688  -0.18
O -0.9097 -6.2432 -7.8742  -0.12
H 0.8782 -6.8795 -7.1545  0.08
H 0.8924 -5.3584 -7.9790  0.07
H 0.1066 -5.5077 -6.2960  0.08
H -1.4636 -5.5061 -7.6068  0.07
C 5.4204 3.5172 -4.3964  -0.22
O 6.7171 3.7652 -4.7070  -0.10
H 4.8721 4.4580 -4.3468  0.08
H 4.9870 2.8665 -5.1559  0.08
H 5.2782 3.0038 -3.4454  0.08
H 6.6902 3.9690 -5.6447  0.08
C -8.9947 0.7121 -1.2009  -0.20
O -7.6367 0.4750 -1.1223  -0.10
H -9.5140 0.0571 -1.9005  0.08
H -9.5394 0.4361 -0.2980  0.07
H -9.1650 1.7868 -1.2658  0.08
H -7.4912 -0.4058 -1.4752  0.08
C -5.1118 -1.1067 -6.5501  -0.21
O -4.9585 -1.3353 -7.8789  -0.11
H -4.2126 -0.6021 -6.1966  0.08
H -6.0228 -0.5726 -6.2804  0.08
H -5.1053 -2.1258 -6.1635  0.08
H -5.1641 -0.5212 -8.3443  0.08

Calculated values
* energy: -101990.4015 eV
* relative energy (zero: lowest compared OMol25 entry of this formula, charge and spin): 819.7 kJ/mol

2.
Here is a structure of composition C38H74Br24ClN2O2S2 in a non-equilibrium geometry from OMol25. Energies are from ωB97M-V with the def2-TZVPD basis set.

Last column: Löwdin charge in e.
Geometry (Å):
C -3.9422 -4.9903 2.1447  -0.10
C -3.7896 -5.0245 0.5818  -0.23
C -4.5430 -3.8270 -0.0383  -0.22
C -4.0310 -3.3999 -1.4374  -0.17
C -2.7915 -2.4814 -1.4418  -0.15
C -1.4670 -3.1709 -1.0008  -0.21
C -1.2462 -2.7179 0.4741  -0.10
C -0.2017 -1.5740 0.2487  -0.31
N 0.5147 -1.1217 1.4654  -0.16
C 0.9030 0.0659 1.2476  -0.91
S 1.3931 1.5224 0.8542  0.77
C 0.7459 -2.3071 -0.7353  -0.16
N -0.2058 -2.8399 -1.7738  -0.05
C 0.5984 -3.9717 -2.3952  -0.11
C 0.4862 -4.0707 -3.9340  -0.16
C -0.5692 -5.0593 -4.4670  -0.25
C -1.9985 -4.7991 -3.9179  -0.25
S -3.2481 -5.4467 -5.0820  0.35
O -3.7652 -4.3289 -5.8150  -0.32
O -4.2512 -6.1138 -4.3020  -0.35
Cl -2.3891 -6.8714 -6.2821  0.43
H -4.7603 -5.6431 2.4621  0.06
H -4.1631 -3.9784 2.4967  0.01
H -2.9835 -5.2915 2.5828  0.06
H -2.7089 -5.0164 0.3941  0.07
H -4.1632 -5.9921 0.2262  0.11
H -4.6218 -2.9627 0.6322  0.06
H -5.5775 -4.1623 -0.1924  0.04
H -4.8422 -2.8185 -1.8986  0.11
H -3.9209 -4.3138 -2.0334  0.10
H -3.0222 -1.5832 -0.8569  0.07
H -2.6533 -2.1221 -2.4822  0.11
H -1.6409 -4.2321 -1.1878  0.12
H -2.0666 -2.1663 0.9516  0.01
H -0.9286 -3.4615 1.2108  0.09
H -0.5751 -0.7417 -0.3648  0.08
H 1.0198 -3.2042 -0.1640  0.14
H 1.5839 -1.7205 -1.1106  0.08
H -0.3534 -2.0854 -2.4501  0.04
H 0.4042 -4.9120 -1.8671  0.15
H 1.6454 -3.7285 -2.1820  0.07
H 0.3381 -3.0675 -4.3558  0.09
H 1.4575 -4.4203 -4.3065  0.12
H -0.6202 -4.9048 -5.5524  0.09
H -0.3242 -6.1037 -4.2437  0.11
H -2.1929 -5.3429 -2.9889  0.09
H -2.1324 -3.7224 -3.7844  0.09
Br 0.8823 -0.2877 -3.2744  0.79
C 2.6534 0.4370 -3.6671  -0.65
C 3.4598 -0.5085 -4.5163  -0.65
Br 4.1699 -2.0046 -3.4839  0.64
H 3.1190 0.6654 -2.7136  0.04
H 2.4569 1.3613 -4.2118  -0.05
H 4.3347 -0.0053 -4.9223  0.07
H 2.8824 -0.9383 -5.3288  0.05
Br -3.7063 4.6368 -1.8617  0.61
C -3.0908 3.9569 -0.1451  -0.86
C -1.9388 2.9976 -0.3046  -0.66
Br -2.5443 1.2503 -0.9265  0.67
H -3.9425 3.4995 0.3383  -0.04
H -2.7701 4.8290 0.4052  0.00
H -1.4628 2.8072 0.6554  0.04
H -1.1919 3.3424 -1.0132  0.04
Br -8.1934 -2.5766 -1.2729  0.62
C -9.5358 -3.4728 -0.1825  -0.69
C -8.9528 -3.9582 1.1170  -0.68
Br -7.8864 -5.5660 0.8602  0.65
H -9.9510 -4.2728 -0.7869  0.05
H -10.3026 -2.7228 -0.0004  0.06
H -9.7425 -4.2472 1.8074  0.06
H -8.3096 -3.2249 1.5935  0.05
Br 1.9795 3.7196 -4.8410  0.65
C 1.4534 4.2821 -3.0509  -0.65
C 2.5885 4.9475 -2.3259  -0.69
Br 3.8958 3.6777 -1.6403  0.61
H 1.0670 3.4038 -2.5395  0.04
H 0.6435 4.9916 -3.2096  0.05
H 2.2254 5.4666 -1.4407  0.01
H 3.1320 5.6451 -2.9554  -0.01
Br 2.8713 6.7463 1.1524  0.63
C 3.6081 5.4304 2.3831  -0.68
C 4.8912 5.9285 2.9875  -0.76
Br 6.3716 5.7876 1.7281  0.61
H 3.7270 4.5018 1.8316  0.04
H 2.8468 5.2991 3.1504  0.06
H 5.1806 5.3135 3.8365  0.01
H 4.8366 6.9652 3.2975  -0.05
Br 1.5933 7.6054 -5.2158  0.62
C 3.3568 8.3207 -5.6305  -0.68
C 4.1951 7.3272 -6.3906  -0.67
Br 4.8845 5.9359 -5.2168  0.63
H 3.8045 8.6187 -4.6878  0.05
H 3.1697 9.2047 -6.2364  0.06
H 5.0751 7.8126 -6.8070  0.06
H 3.6502 6.8277 -7.1854  0.05
Br 3.7045 8.2152 5.2220  0.69
C 4.3001 7.9103 7.0501  -0.67
C 5.5014 7.0064 7.0956  -0.67
Br 4.9997 5.1484 6.8037  0.63
H 3.4494 7.5169 7.5970  0.05
H 4.5508 8.8963 7.4356  0.06
H 5.9584 7.0269 8.0825  0.06
H 6.2487 7.2536 6.3480  0.06
Br 6.0340 -8.0578 -2.2054  0.64
C 4.1353 -7.7233 -1.9662  -0.70
C 3.7733 -6.3154 -2.3587  -0.69
Br 4.3159 -5.0358 -0.9913  0.62
H 3.9016 -7.9482 -0.9300  0.05
H 3.6339 -8.4403 -2.6134  0.06
H 2.6918 -6.2079 -2.4408  0.04
H 4.2374 -6.0004 -3.2886  0.05
Br -0.7878 -3.0768 4.1883  0.65
C -1.4252 -1.2758 4.5590  -0.68
C -2.9280 -1.2000 4.4953  -0.64
Br -3.5643 -1.1923 2.6525  0.73
H -0.9340 -0.6150 3.8504  0.03
H -1.0735 -1.0510 5.5635  0.05
H -3.2836 -0.2644 4.9218  0.06
H -3.4172 -2.0310 4.9938  0.06
Br 5.2340 -2.5336 6.7311  0.62
C 4.5537 -0.7708 7.1937  -0.70
C 3.0498 -0.7368 7.1637  -0.68
Br 2.3812 -0.6741 5.3348  0.61
H 5.0079 -0.0677 6.5045  0.05
H 4.9195 -0.5773 8.1998  0.06
H 2.6750 0.1686 7.6371  0.06
H 2.5977 -1.6031 7.6362  0.05
Br -5.0738 5.3992 0.7930  0.80
C -5.9579 7.0939 1.1849  -0.63
C -7.4579 6.9695 1.1233  -0.70
Br -8.0888 6.9078 -0.7162  0.62
H -5.5626 7.8212 0.4824  0.06
H -5.6388 7.3553 2.1921  0.06
H -7.9334 7.8455 1.5595  0.06
H -7.8297 6.0763 1.6150  0.05
Br 2.7555 -1.2887 1.7305  0.91
C 4.6057 -0.7084 1.4275  -0.57
C 5.3509 -1.7401 0.6306  -0.71
Br 5.8860 -3.2632 1.7152  0.61
H 5.0577 -0.4990 2.3950  0.06
H 4.5144 0.2242 0.8652  0.06
H 6.2853 -1.3366 0.2447  0.06
H 4.7619 -2.1319 -0.1959  -0.01

Calculated values
* energy: -1762886.1666 eV
* net charge: +1

3.
Here is the ion C38H74N2O4 with charge +2 in a non-equilibrium geometry from OMol25. Energies are from ωB97M-V with the def2-TZVPD basis set.

Last column: Löwdin charge in e.
Geometry (Å):
C -1.5816 4.3073 -8.1816  -0.06
H -2.6580 4.3314 -8.0309  0.09
H -1.3740 3.7216 -9.0739  0.08
H -1.2380 5.3240 -8.3518  0.08
C -0.8857 3.7076 -6.9648  -0.38
C -1.1696 4.5219 -5.7053  -0.16
C -0.4721 3.9208 -4.4888  -0.14
H -0.6956 4.5384 -3.6207  0.11
C -0.9294 2.4810 -4.2311  -0.23
C -0.7030 1.6473 -5.5005  -0.22
C -1.3506 2.2699 -6.7347  -0.09
H -2.4316 2.2546 -6.5898  0.14
H -1.1225 1.6523 -7.6066  0.13
H -1.0884 0.6315 -5.3719  0.14
O 0.7298 1.5454 -5.7286  0.06
C 1.2528 0.3747 -5.9461  -0.47
O 0.6946 -0.6923 -5.9547  0.12
C 2.7695 0.5377 -6.2034  0.00
N 3.5649 -0.6973 -6.0038  -0.32
C 3.2635 -1.6560 -7.0892  0.02
H 2.1962 -1.8713 -7.1031  0.11
H 3.8099 -2.5833 -6.9294  0.12
H 3.5567 -1.2389 -8.0508  0.12
C 4.9970 -0.3484 -6.0677  0.02
H 5.2253 0.1311 -7.0180  0.12
H 5.6025 -1.2486 -5.9797  0.12
H 5.2621 0.3331 -5.2626  0.11
C 3.2521 -1.3617 -4.6976  -0.12
C 3.2904 -0.4669 -3.4624  -0.16
H 2.5782 0.3533 -3.5581  0.10
H 4.2848 -0.0467 -3.3046  0.12
C 2.9006 -1.2849 -2.2270  -0.20
C 2.8924 -0.4301 -0.9605  -0.21
C 2.4381 -1.2332 0.2569  -0.21
C 2.4520 -0.3952 1.5337  -0.21
H 1.7957 0.4687 1.4068  0.11
C 1.9966 -1.2022 2.7483  -0.21
C 2.0315 -0.3674 4.0276  -0.20
H 1.4014 0.5149 3.8948  0.12
H 3.0506 -0.0214 4.2072  0.13
C 1.5345 -1.1623 5.2403  -0.16
C 1.4854 -0.2495 6.4631  -0.12
H 2.5001 0.0518 6.7303  0.15
H 0.9227 0.6493 6.2031  0.13
N 0.8529 -0.8263 7.6929  -0.32
C 1.7349 -1.8483 8.2873  0.02
H 2.6800 -1.3964 8.5833  0.12
H 1.2667 -2.2820 9.1692  0.12
H 1.9342 -2.6432 7.5720  0.11
C 0.6678 0.2709 8.6674  0.02
H 1.6138 0.7800 8.8406  0.12
H 0.3058 -0.1251 9.6144  0.12
H -0.0555 0.9866 8.2788  0.11
C -0.4633 -1.4473 7.4015  0.00
H -0.3274 -2.4218 6.9307  0.15
H -0.9999 -1.5995 8.3421  0.16
C -1.3671 -0.5905 6.4843  -0.48
O -1.3209 0.6115 6.4556  0.13
O -2.1406 -1.3715 5.7846  0.06
C -3.0551 -0.7644 4.8239  -0.21
C -2.3136 -0.6729 3.4771  -0.23
H -1.2837 -0.3921 3.7411  0.12
C -2.2389 -2.0478 2.7955  -0.13
H -1.4756 -2.6399 3.3103  0.11
H -1.9074 -1.9189 1.7645  0.11
C -3.5379 -2.8497 2.8195  -0.16
C -4.0664 -3.0065 4.2425  -0.37
C -5.3470 -3.8334 4.2652  -0.06
H -5.1667 -4.8249 3.8585  0.08
H -5.7168 -3.9428 5.2815  0.08
H -6.1206 -3.3550 3.6693  0.09
H -3.3076 -3.5116 4.8504  0.14
C -4.3143 -1.6183 4.8314  -0.09
H -4.6684 -1.7057 5.8605  0.13
H -5.0867 -1.1074 4.2580  0.12
H -3.3442 -3.8351 2.3911  0.12
H -4.3013 -2.3709 2.2097  0.11
C -2.8029 0.4983 2.5931  -0.36
C -1.6885 0.9173 1.6309  -0.07
H -0.7843 1.1882 2.1728  0.07
H -1.4503 0.1136 0.9377  0.07
H -2.0065 1.7800 1.0521  0.08
C -4.0790 0.2501 1.7964  -0.05
H -3.9260 -0.5175 1.0428  0.08
H -4.3634 1.1672 1.2853  0.09
H -4.9050 -0.0374 2.4382  0.07
H -2.9859 1.3431 3.2674  0.14
H -3.2757 0.2464 5.1869  0.15
H 0.5423 -1.5472 5.0025  0.10
H 2.2004 -2.0108 5.4039  0.12
H 2.6434 -2.0739 2.8646  0.12
H 0.9797 -1.5625 2.5771  0.11
H 3.4623 -0.0201 1.7076  0.12
H 1.4284 -1.6123 0.0837  0.12
H 3.0956 -2.0952 0.3853  0.12
H 2.2239 0.4220 -1.1006  0.11
H 3.8950 -0.0377 -0.7789  0.12
H 1.9069 -1.7103 -2.3786  0.12
H 3.6008 -2.1120 -2.0978  0.12
H 2.2526 -1.7918 -4.7841  0.13
H 3.9652 -2.1790 -4.5729  0.15
H 3.1401 1.3335 -5.5557  0.15
H 2.8849 0.8703 -7.2389  0.16
H -2.0095 2.4822 -4.0535  0.16
C -0.2407 1.8587 -2.9976  -0.38
C -0.6832 0.4120 -2.7624  -0.05
H -1.7663 0.3605 -2.6824  0.10
H -0.2578 0.0422 -1.8318  0.06
H -0.3659 -0.2558 -3.5589  0.06
C -0.5357 2.6675 -1.7338  -0.06
H -1.6088 2.7767 -1.5990  0.09
H -0.0880 3.6552 -1.7746  0.08
H -0.1325 2.1561 -0.8624  0.06
H 0.8438 1.8772 -3.1667  0.12
H 0.6088 3.9315 -4.6458  0.13
H -0.8280 5.5480 -5.8463  0.12
H -2.2471 4.5512 -5.5308  0.13
H 0.1960 3.7024 -7.1415  0.14

Calculated values
* energy: -51766.5265 eV
* relative energy (zero: lowest compared OMol25 entry of this formula, charge and spin): 0.0 kJ/mol
* net charge: +2

| no. | frontier orbital gap (eV) | M (g/mol) | HOMO (eV) |
| --- | --- | --- | --- |
| 1 | 10.1 | 1008.96 | -10.31 |
| 2 | 8.7 | 2608.30 | -10.99 |
| 3 | 10.7 | 623.02 | -14.11 |